The molecule CH3ClO2S2. Source: OMol25; level of theory: wB97M-V/def2-TZVPD.

The calculation puts the calculated total energy at -39371.7728 eV. As for the SMILES: CS(=O)(=O)SCl. The value obtained for the energy relative to the best compared isomer or geometry (same formula, charge and spin) is 0.0 kJ/mol. The calculation puts the HOMO energy at -0.3677 hartree. Its multiplicity is 1. The HOMO-LUMO gap comes out at 9.31 eV.

Element x y z (Å)
1 C -0.11235 0.23396 -0.04631
2 O -1.37426 1.56610 1.95653
3 O -0.42779 -0.56666 2.55050
4 S -2.92310 -0.78054 1.02891
5 S -1.11331 0.19354 1.58114
6 Cl -3.86428 0.11052 2.56254
7 H -0.83892 0.46599 -0.66400
8 H 0.69160 0.97984 -0.00213
9 H 0.39900 -0.63406 -0.39222